[1]
Here is the molecule C4H6N2OS at a distorted geometry from the Open Molecules 2025 dataset. Energies are from wB97M-V/def2-TZVPD.

## Properties
**Net charge**: 0
**HOMO energy**: -0.3374 Eh
**F_max**: 4.0 eV Å⁻¹
**Structure (SMILES)**: O=C[C@]1(S)C=NNC1
**Calculated total energy**: -20105.2667 eV
**ΔE to the lowest compared entry with this formula, charge and spin**: 93.97 kcal per mole
**LUMO**: 0.513 eV

Each line ends with the natural charge from an NBO analysis.
Geometry (Å):
S 1.76 -1.13 0.08  -0.02
O 1.64 1.87 -0.23  -0.48
N -2.11 -0.37 -0.82  -0.19
N -2.17 0.27 0.42  -0.46
C -0.90 -0.04 1.21  -0.29
C 0.13 -0.01 0.11  -0.24
C 0.54 1.45 -0.10  0.42
C -0.85 -0.50 -1.10  0.00
H -0.74 -0.84 -2.05  0.21
H -3.00 -0.10 1.01  0.37
H -0.43 1.98 -0.20  0.12
H -0.96 -1.17 1.42  0.20
H -0.72 0.66 2.07  0.24
H 0.99 -2.14 0.49  0.12

=====

[2]
Here is a cluster of 3 separate species, C9H20O in total from the Open Molecules 2025 dataset. Energies are from wB97M-V/def2-TZVPD.

## Properties
**Net charge**: 0
**HOMO energy (alpha / beta)**: -0.2743 / -0.2710 Eh
**F_max**: 0.8 eV Å⁻¹
**Calculated total energy**: -11699.1841 eV
**ΔE to the lowest compared entry with this formula, charge and spin**: 135.79 kcal per mole
**LUMO (alpha / beta)**: 0.254 / 0.238 eV

Each line ends with the natural charge from an NBO analysis.
Geometry (Å):
O 2.90 -0.38 -1.72  -0.69
C -0.46 1.61 -0.25  -0.41
C 2.11 1.26 0.46  -0.33
C 2.18 -0.80 -0.65  -0.04
C -1.60 -0.67 0.19  -0.04
C 3.08 2.06 -0.01  -0.53
C -1.04 -0.75 1.62  -0.61
C -1.61 -2.08 -0.43  -0.60
C -3.03 -0.12 0.22  -0.61
C -0.70 0.24 -0.68  -0.47
H 2.71 -0.98 0.28  0.16
H 3.92 2.37 0.59  0.20
H -0.61 -2.52 -0.44  0.20
H 1.53 -1.62 -0.94  0.17
H -1.97 -2.05 -1.45  0.21
H -1.05 0.22 2.12  0.21
H -2.25 -2.75 0.15  0.21
H 3.44 0.38 -1.43  0.49
H 0.97 1.42 0.05  0.20
H -3.06 0.88 0.66  0.21
H -0.81 1.95 0.72  0.20
H -0.01 -1.13 1.62  0.21
H -0.99 0.18 -1.73  0.22
H -3.68 -0.77 0.81  0.21
H 3.02 2.48 -1.01  0.19
H -0.37 2.39 -1.00  0.21
H 0.34 -0.24 -0.68  0.24
H -3.44 -0.06 -0.79  0.21
H 2.13 0.92 1.50  0.19
H -1.64 -1.44 2.23  0.21

=====

[3]
Here is a structure of composition C30H44N5O8Sr from the Open Molecules 2025 dataset. Energies are from wB97M-V/def2-TZVPD.

## Properties
**Net charge**: +1
**HOMO energy**: -0.3521 Eh
**F_max**: 0.1 eV Å⁻¹
**Calculated total energy**: -56488.7548 eV
**ΔE to the lowest compared entry with this formula, charge and spin**: 0.00 kcal per mole
**LUMO**: -2.018 eV

Each line ends with the Löwdin charge.
Geometry (Å):
Sr -0.21 -0.32 -0.24  1.56
O -1.14 1.03 -2.40  -0.22
O -0.66 2.07 0.21  -0.18
O -1.53 -2.59 2.23  -0.12
O 0.33 -0.72 2.27  -0.04
O -0.14 -2.89 -1.23  -0.22
O -2.42 -0.41 0.97  -0.07
O 0.92 -0.74 -2.73  -0.20
O -2.26 -1.31 -1.81  -0.22
N 2.37 -1.26 0.05  0.07
N 1.43 2.63 -0.65  0.05
N 1.78 1.35 -0.33  -0.04
N 1.85 -1.91 3.45  -0.12
N -3.17 0.60 2.82  -0.12
C -0.32 -2.94 2.84  -0.11
C 2.81 -0.82 3.42  0.00
C 0.14 2.86 -0.37  -0.47
C 3.98 -2.99 0.49  -0.06
C 2.68 -2.53 0.32  -0.16
C -0.37 4.19 -0.82  -0.14
C 3.37 -0.37 -0.06  -0.22
C 3.03 1.05 -0.35  -0.28
C 0.86 0.46 -3.50  -0.15
C -2.55 0.97 -2.34  -0.15
C 5.01 -2.07 0.37  -0.05
C 0.47 5.16 -1.36  -0.03
C -2.25 5.67 -1.15  -0.08
C 4.70 -0.76 0.09  -0.01
C -1.46 -3.43 -1.18  -0.15
C -1.73 4.46 -0.71  -0.03
C 4.13 2.03 -0.61  -0.03
C -2.44 -2.68 -2.06  -0.17
C 0.46 -1.90 -3.40  -0.17
C -3.05 -0.44 -2.61  -0.16
C -0.56 0.94 -3.69  -0.15
C -0.05 6.37 -1.79  -0.08
C -1.41 6.63 -1.69  -0.09
C 0.58 -3.07 -2.45  -0.15
C -2.31 -1.69 2.99  -0.10
C -3.70 0.55 4.17  -0.02
C 0.66 -1.76 2.84  -0.43
C -2.64 -0.44 2.18  -0.42
C 2.32 -3.14 4.04  -0.02
C -3.48 1.80 2.03  -0.01
H -3.01 1.68 -3.04  0.15
H 0.61 7.12 -2.21  0.10
H 1.62 -3.19 -2.17  0.13
H 2.63 -2.96 5.07  0.10
H 3.13 -0.59 4.44  0.10
H -3.25 -2.18 3.26  0.15
H -4.78 0.41 4.17  0.10
H -3.24 -0.24 4.75  0.08
H 3.69 2.98 -0.90  0.06
H -4.40 1.66 1.45  0.10
H -1.45 -4.49 -1.45  0.14
H 3.69 -1.12 2.84  0.08
H 0.10 -3.76 2.26  0.14
H 1.42 1.20 -2.93  0.12
H -1.13 0.26 -4.33  0.12
H 4.79 1.68 -1.41  0.09
H 1.84 -3.21 0.38  0.11
H -0.57 -1.77 -3.74  0.11
H -0.48 -3.30 3.86  0.14
H -2.29 -2.90 -3.12  0.13
H -3.31 5.87 -1.06  0.10
H 5.49 -0.03 -0.01  0.11
H -1.80 -1.41 3.91  0.13
H 3.17 -3.52 3.48  0.09
H 0.24 -3.99 -2.95  0.14
H 4.74 2.19 0.28  0.09
H 1.53 4.95 -1.44  0.10
H -3.46 -3.00 -1.80  0.14
H -2.38 3.71 -0.28  0.10
H 1.35 0.31 -4.47  0.14
H -3.61 2.63 2.71  0.10
H 6.04 -2.38 0.48  0.12
H -1.81 7.58 -2.02  0.10
H 2.36 0.05 2.97  0.09
H -2.81 1.27 -1.33  0.12
H -3.48 1.50 4.67  0.10
H -2.65 2.01 1.36  0.06
H 4.16 -4.04 0.69  0.11
H -0.55 1.92 -4.18  0.15
H 1.09 -2.10 -4.28  0.15
H -4.11 -0.52 -2.35  0.14
H -2.94 -0.72 -3.67  0.13
H -1.76 -3.33 -0.14  0.12
H 1.55 -3.91 4.05  0.08

=====

[4]
Here is a cluster of 8 separate species, C26H72N7O10 in total at a distorted geometry from the Open Molecules 2025 dataset. Energies are from wB97M-V/def2-TZVPD.

## Properties
**Net charge**: -1
**HOMO energy**: -0.2006 Eh
**F_max**: 2.3 eV Å⁻¹
**Calculated total energy**: -59029.8169 eV
**ΔE to the lowest compared entry with this formula, charge and spin**: 0.00 kcal per mole
**LUMO**: 2.511 eV

Each line ends with the Löwdin charge.
Geometry (Å):
O -5.69 -1.57 -2.20  -0.17
O 1.47 0.53 -0.95  0.02
O -4.21 -0.63 1.54  -0.21
O 4.82 0.34 -0.81  -0.16
O 2.87 1.14 1.73  -0.15
O 0.51 -1.28 -0.21  -0.07
O -0.68 0.47 -0.72  -0.11
O 3.04 5.04 -3.01  -0.18
O 1.17 -6.41 3.38  -0.19
O -2.12 2.78 -1.28  -0.10
N 2.05 -3.69 0.93  0.05
N 0.45 -0.10 -0.63  -0.54
N 6.35 2.45 0.27  0.05
N -4.55 -3.75 3.46  0.03
N 0.81 3.49 -2.21  0.06
N 0.82 3.02 0.78  0.06
N -2.04 -1.63 -2.65  0.04
C 3.40 -0.11 2.10  -0.12
C 1.19 3.58 -3.63  -0.42
C -0.26 -4.48 1.45  -0.05
C 8.36 1.52 -0.85  -0.08
C -3.35 -2.26 -2.35  -0.41
C 1.06 2.71 2.20  -0.43
C 6.20 0.23 -0.85  -0.25
C -0.01 3.33 -4.53  -0.07
C 1.06 -5.65 4.57  -0.12
C -3.22 -3.20 -1.15  -0.04
C -0.21 2.86 3.00  -0.09
C -4.98 -2.64 2.56  -0.43
C -4.51 2.41 -1.81  -0.10
C 6.82 1.63 -0.84  -0.43
C 1.95 4.87 -3.88  -0.24
C 4.18 -0.87 -1.06  -0.13
C 1.20 -4.38 1.90  -0.45
C 3.71 6.27 -3.24  -0.11
C -3.83 -1.63 2.46  -0.23
C 1.65 1.33 2.39  -0.23
C -6.21 -1.97 3.13  -0.07
C -4.34 -1.14 -2.15  -0.22
C -3.28 0.45 1.46  -0.08
C -6.58 -0.90 -1.35  -0.11
C 1.86 -5.67 2.37  -0.21
C -3.06 2.50 -2.29  -0.33
H -3.56 1.05 0.60  0.06
H 1.18 -3.71 2.76  0.12
H -0.01 2.78 4.08  0.07
H -2.93 -2.15 2.10  0.11
H -3.54 -3.83 3.40  0.05
H 6.44 1.92 1.14  0.07
H 3.11 -0.95 -0.87  0.05
H -4.22 -0.46 -3.01  0.12
H 7.06 3.17 0.40  0.06
H 1.88 1.27 3.47  0.12
H 4.44 -0.24 1.79  0.08
H -0.93 -4.69 2.30  0.06
H -5.14 2.07 -2.64  0.07
H -2.80 1.57 -2.83  0.10
H -6.34 -1.09 -0.30  0.08
H -5.21 -3.11 1.60  0.13
H 0.34 -4.85 4.39  0.07
H -3.66 -1.23 3.47  0.13
H -4.10 -0.58 -1.24  0.11
H 2.97 7.07 -3.23  0.08
H -2.25 0.10 1.33  0.08
H 4.50 6.29 -2.49  0.09
H 6.55 2.07 -1.81  0.14
H -3.36 1.04 2.38  0.09
H -2.22 -3.63 -1.11  0.06
H 3.30 -0.26 3.19  0.08
H -6.55 -1.13 2.52  0.07
H 0.89 0.55 2.24  0.13
H -3.07 3.26 -3.08  0.10
H 0.65 -6.28 5.36  0.08
H -4.67 -3.41 4.42  0.06
H 4.25 6.21 -4.20  0.08
H -4.87 3.40 -1.50  0.07
H 0.13 2.35 0.42  0.04
H 0.02 2.86 -2.15  0.03
H 2.85 -0.94 1.64  0.07
H -0.51 2.41 -4.23  0.07
H -7.57 -1.32 -1.48  0.08
H 2.02 -4.15 0.01  0.08
H -3.61 -2.81 -3.27  0.13
H 8.66 0.98 -1.76  0.07
H -3.30 -2.66 -0.20  0.06
H -6.00 -1.56 4.13  0.08
H -0.59 3.89 3.02  0.07
H 0.21 3.83 0.76  0.07
H 8.77 2.53 -0.96  0.07
H 0.23 3.13 -5.58  0.07
H -7.06 -2.65 3.21  0.08
H 8.72 0.94 0.00  0.07
H 1.53 -2.85 0.66  0.02
H 2.29 4.94 -4.92  0.12
H 1.28 5.74 -3.74  0.12
H 1.93 2.78 -3.73  0.14
H -4.78 1.69 -1.04  0.04
H -0.61 -3.55 1.00  0.06
H -3.99 -3.97 -1.17  0.08
H -1.32 -2.33 -2.51  0.06
H 4.35 -1.24 -2.08  0.09
H 1.95 -6.37 1.53  0.13
H 0.49 4.39 -1.87  0.07
H -0.75 4.13 -4.55  0.07
H 6.57 -0.26 -1.76  0.12
H -1.02 2.16 2.82  0.06
H -1.88 -0.95 -1.90  0.04
H 2.86 -5.44 2.73  0.12
H -0.39 -5.27 0.71  0.08
H -1.75 1.90 -1.06  0.03
H 1.76 3.47 2.56  0.14
H -6.60 0.18 -1.53  0.08
H 4.48 -1.63 -0.31  0.08
H 6.64 -0.31 0.01  0.13
H 2.00 -5.23 4.94  0.09

=====

[5]
Here is a cluster of 2 separate species, C3H2IO3 in total at a distorted geometry from the Open Molecules 2025 dataset. Energies are from wB97M-V/def2-TZVPD.

## Properties
**Net charge**: +1
**HOMO energy**: -0.5282 Eh
**F_max**: 2.3 eV Å⁻¹
**Calculated total energy**: -17376.3136 eV
**ΔE to the lowest compared entry with this formula, charge and spin**: 41.69 kcal per mole
**LUMO**: -4.863 eV

Each line ends with the natural charge from an NBO analysis.
Geometry (Å):
I 2.35 0.67 -0.90  0.25
O -0.55 -0.12 -0.92  -0.41
O -1.53 -0.28 -2.99  -0.28
O -0.04 -1.44 3.44  -0.40
C 0.39 0.60 -0.04  -0.29
C 0.04 -0.94 2.44  0.49
C -1.02 -0.13 -2.00  1.14
H 0.37 0.03 0.91  0.26
H 0.00 1.61 0.07  0.24